Below is a cluster of 2 separate species, C5H14N2O in total, with properties calculated with ωB97M-V/def2-TZVPD.

```
22
Properties=species:S:1:pos:R:3:nbo_charge:R:1
N -1.713 3.026 0.122 -0.832
C -0.943 2.151 -0.734 -0.003
C -1.407 0.889 -1.037 -0.312
C -0.581 -0.294 -1.523 -0.429
C 0.644 -0.854 -0.692 -0.415
C 1.865 0.097 -0.304 -0.230
N 1.681 0.806 1.082 -0.827
H -2.245 2.498 0.716 0.362
H -1.304 3.861 0.589 0.386
H 0.008 2.743 -0.940 0.205
H -2.446 0.671 -0.623 0.196
H -0.248 -0.123 -2.521 0.209
H -1.301 -1.138 -1.762 0.209
H 0.305 -1.341 0.166 0.193
H 0.896 -1.670 -1.374 0.205
H 2.139 1.054 -0.989 0.198
H 2.642 -0.597 -0.226 0.189
H 0.694 1.067 0.983 0.353
H 1.739 0.014 1.749 0.341
O -0.204 -4.314 2.828 -0.923
H -0.809 -4.411 2.065 0.465
H 0.588 -4.134 2.424 0.458
```

Computed properties:
max |F|	3.58	eV/A
2S+1	1
lowest unoccupied orbital energy	0.55	eV
net charge	0
frontier orbital gap	8.65	eV
structure (SMILES)	N/C=C/CCCN.O